{
  "formula": "C4H11S2",
  "method": "ωB97M-V/def2-TZVPD",
  "total_energy_ha": -955.340641,
  "homo_ev": -2.42,
  "charge": -1,
  "orbital_gap_ev": 5.74,
  "e_above_lowest_ev": 1.694,
  "largest_force_ha_per_bohr": 0.107,
  "species": ["C", "S", "C", "H", "H", "H", "H", "H", "H", "C", "C", "S", "H", "H", "H", "H", "H"],
  "coordinates": [[1.00, 1.92, -1.07], [1.99, 1.00, -2.26], [2.62, -0.39, -1.17], [1.46, 1.65, 0.00], [-0.07, 1.56, -1.16], [0.91, 3.09, -1.09], [1.68, -1.04, -1.17], [3.37, -0.91, -1.72], [3.03, -0.30, -0.25], [-2.61, -1.07, 1.80], [-1.53, -0.63, 0.71], [0.23, -1.14, 1.08], [-2.64, -0.36, 2.60], [-2.54, -2.06, 2.18], [-3.63, -0.95, 1.31], [-1.48, 0.54, 0.48], [-1.80, -0.92, -0.29]]
}